# 1
{
  "formula": "C16H14BCl5N6Pd",
  "method": "ωB97M-V/def2-TZVPD",
  "charge": 2,
  "fmax_ev_per_a": 5.4,
  "multiplicity": 3,
  "s2": 2.032,
  "homo_lumo_gap_ev": [6.513, 2.604],
  "species": ["C", "N", "N", "C", "C", "B", "N", "N", "C", "C", "C", "Pd", "N", "N", "C", "C", "C", "H", "H", "H", "H", "H", "H", "H", "H", "H", "H", "H", "C", "H", "H", "H", "Cl", "C", "C", "C", "Cl", "C", "Cl", "C", "Cl", "C", "Cl"],
  "positions_angstrom": [[2.593, -0.503, -0.115], [1.292, -0.492, -0.436], [1.169, -0.056, -1.749], [2.411, 0.025, -2.279], [3.337, -0.214, -1.271], [-0.152, 0.072, -2.604], [-0.951, -1.178, -2.157], [-1.097, -1.686, -0.876], [-1.932, -2.739, -0.958], [-2.187, -3.010, -2.310], [-1.526, -2.031, -3.032], [-0.134, -1.200, 0.990], [-0.978, 1.444, -2.609], [-1.610, 1.869, -1.465], [-2.108, 3.080, -1.683], [-1.875, 3.460, -3.028], [-1.171, 2.384, -3.587], [-2.616, 3.635, -0.901], [-0.792, 2.237, -4.585], [-2.194, 4.365, -3.507], [0.153, -0.076, -3.760], [-1.396, -1.859, -4.091], [2.512, 0.231, -3.335], [-2.786, -3.796, -2.720], [4.400, -0.194, -1.361], [-2.349, -3.222, -0.081], [2.906, -0.705, 0.901], [-1.463, 0.117, 1.035], [-1.926, -0.659, 1.678], [-2.851, -0.927, 1.170], [-1.363, -1.643, 1.888], [-2.042, -0.195, 2.656], [1.473, -2.916, 3.517], [1.386, -1.209, 3.673], [0.818, -0.426, 2.675], [0.863, 0.952, 2.761], [0.211, 1.951, 1.513], [1.433, 1.592, 3.881], [1.492, 3.295, 3.965], [1.932, 0.802, 4.938], [2.581, 1.571, 6.316], [1.931, -0.604, 4.841], [2.605, -1.542, 6.102]],
  "atomic_forces_ev_per_a": [[-2.116, -0.034, -0.252], [2.514, 0.174, 1.891], [2.535, 0.037, -1.414], [-3.373, 0.305, -0.296], [1.126, -0.073, 0.598], [-1.768, 0.953, -0.814], [0.659, -0.807, 0.502], [-1.054, 0.022, 0.315], [0.495, 0.469, -1.021], [-0.085, 0.076, -0.049], [-0.127, 0.222, 0.936], [3.969, 0.573, -3.685], [-0.097, -0.534, 1.517], [0.922, -0.644, 0.675], [0.364, -0.442, -1.095], [0.549, -1.160, -0.136], [-0.205, 0.854, 0.621], [0.046, -0.252, -0.166], [-0.008, 0.032, 0.004], [0.019, 0.053, -0.177], [0.285, -0.071, 0.280], [-0.291, -0.039, 0.109], [0.183, 0.144, 0.126], [-0.131, -0.196, -0.001], [0.476, 0.010, -0.077], [0.396, -0.040, -0.128], [0.068, -0.169, -0.279], [-1.122, 0.533, 0.163], [-2.332, 1.919, 0.853], [0.082, -0.240, 0.303], [-1.276, -1.171, 1.359], [-0.297, -0.328, -0.020], [-0.192, 0.960, -0.048], [0.115, -0.753, 0.107], [-0.954, -0.234, -1.823], [-0.587, -0.462, -1.076], [0.282, -0.316, 0.339], [0.432, 1.203, 1.051], [0.007, -1.149, 0.036], [0.364, -0.666, 0.471], [-0.087, -0.173, -0.173], [0.578, 1.056, 1.103], [-0.366, 0.358, -0.629]]
}

# 2
{
  "formula": "C13H43N2O12P5S",
  "method": "ωB97M-V/def2-TZVPD",
  "fmax_ev_per_a": 4.4,
  "smiles": "N=[PH2][PH2](S)CCCCN.COP(=O)(OC)OC.COP(=O)(OC)OC.COP(=O)(OC)OC",
  "multiplicity": 1,
  "homo_lumo_gap_ev": 8.856,
  "species": ["N", "P", "P", "S", "C", "C", "C", "C", "N", "H", "H", "H", "H", "H", "H", "H", "H", "H", "H", "H", "H", "H", "H", "H", "H", "C", "O", "P", "O", "O", "C", "O", "C", "H", "H", "H", "H", "H", "H", "H", "H", "H", "C", "O", "P", "O", "O", "C", "O", "C", "H", "H", "H", "H", "H", "H", "H", "H", "H", "C", "O", "P", "O", "O", "C", "O", "C", "H", "H", "H", "H", "H", "H", "H", "H", "H"],
  "positions_angstrom": [[3.180, 3.427, -2.264], [3.129, 2.486, -0.991], [2.821, 0.262, -1.375], [2.621, -2.004, -1.665], [1.432, 0.536, -2.529], [0.209, 1.243, -1.898], [-0.977, 0.292, -1.642], [-2.304, 1.052, -1.809], [-3.302, 0.607, -0.825], [3.046, 2.889, -3.113], [2.133, 2.868, -0.061], [4.376, 2.584, -0.329], [4.117, 0.160, -1.896], [2.641, 0.046, 0.005], [3.168, -2.487, -0.542], [1.102, -0.449, -2.849], [1.744, 1.049, -3.437], [-0.136, 1.979, -2.625], [0.442, 1.801, -0.992], [-0.960, -0.532, -2.353], [-0.913, -0.083, -0.620], [-2.082, 2.116, -1.659], [-2.693, 0.935, -2.820], [-2.822, 0.492, 0.060], [-4.007, 1.321, -0.691], [3.221, -5.770, -0.528], [4.518, -6.203, -0.071], [5.687, -6.449, -1.157], [5.803, -7.897, -1.380], [6.863, -5.820, -0.274], [7.219, -6.467, 0.946], [6.141, -5.651, -2.452], [5.482, -5.976, -3.694], [2.571, -5.683, 0.338], [3.295, -4.799, -1.019], [2.798, -6.502, -1.218], [7.028, -7.539, 0.896], [6.659, -6.033, 1.775], [8.282, -6.298, 1.108], [4.412, -6.124, -3.560], [5.928, -6.875, -4.113], [5.640, -5.139, -4.370], [2.095, 9.012, 3.624], [2.137, 7.877, 2.740], [1.014, 6.724, 2.877], [1.614, 5.589, 3.593], [0.826, 6.489, 1.308], [1.931, 5.980, 0.561], [-0.554, 6.767, 3.132], [-1.001, 6.799, 4.503], [2.944, 9.645, 3.383], [1.177, 9.584, 3.481], [2.174, 8.691, 4.664], [2.577, 5.356, 1.179], [2.510, 6.803, 0.143], [1.533, 5.385, -0.259], [-0.386, 7.457, 5.116], [-0.979, 5.792, 4.912], [-2.022, 7.171, 4.500], [-6.292, -0.964, -1.056], [-6.742, -2.292, -0.714], [-7.349, -2.560, 0.755], [-6.314, -3.215, 1.568], [-8.525, -3.532, 0.274], [-8.176, -4.783, -0.315], [-8.330, -1.723, 1.684], [-7.737, -0.739, 2.555], [-5.897, -0.992, -2.066], [-7.126, -0.259, -1.020], [-5.503, -0.642, -0.379], [-7.227, -5.152, 0.074], [-8.113, -4.680, -1.398], [-8.964, -5.491, -0.070], [-6.939, -0.186, 2.060], [-7.346, -1.232, 3.442], [-8.524, -0.045, 2.839]],
  "atomic_forces_ev_per_a": [[-0.223, -0.258, 0.072], [0.249, 0.527, -1.245], [0.192, -0.235, 0.222], [-0.253, -0.498, -0.168], [-0.596, -0.268, 0.147], [-0.254, -0.209, -0.671], [-0.135, 0.546, -0.066], [0.149, 0.370, 0.705], [0.218, -0.184, -0.232], [-0.025, 0.234, -0.130], [0.365, -0.023, 0.418], [-0.330, -0.202, 0.684], [0.032, 0.239, 0.035], [-0.079, 0.024, -0.042], [0.152, 0.264, 0.093], [0.137, -0.074, -0.058], [0.424, 0.224, 0.232], [0.151, 0.151, 0.033], [0.049, 0.013, 0.016], [0.124, -0.229, 0.218], [-0.022, -0.338, -0.091], [-0.047, 0.054, -0.167], [-0.026, -0.036, -0.020], [-0.189, 0.008, 0.111], [-0.004, 0.014, -0.013], [0.003, -0.165, -0.038], [-0.809, 1.311, -1.668], [3.314, -1.866, 2.190], [-0.664, -0.049, -0.475], [0.166, -0.060, -0.131], [-0.063, 0.039, 0.156], [-2.004, 0.847, -0.024], [0.113, 0.012, -0.150], [0.073, -0.037, 0.059], [-0.045, -0.016, -0.003], [-0.045, -0.001, 0.028], [-0.002, 0.000, -0.041], [-0.037, -0.021, -0.006], [0.003, 0.019, -0.047], [-0.012, -0.015, -0.013], [-0.032, -0.056, 0.078], [0.024, 0.047, 0.073], [0.155, -0.069, 0.084], [-1.680, 1.207, 1.059], [1.321, -3.302, -2.631], [-0.063, 0.346, 0.737], [-0.140, -0.207, 0.045], [0.147, 0.083, -0.197], [0.316, 1.994, 0.849], [-0.157, -0.099, 0.016], [0.027, -0.049, -0.041], [0.000, -0.003, -0.027], [0.028, 0.012, 0.000], [-0.041, 0.015, 0.060], [0.024, 0.010, 0.035], [-0.047, 0.027, 0.005], [0.010, -0.012, 0.028], [0.101, -0.001, -0.003], [0.013, 0.021, -0.083], [0.022, -0.046, 0.132], [-0.631, 2.158, 0.486], [-0.479, -4.376, 0.315], [0.421, 0.695, 0.147], [-0.067, -0.059, 0.218], [0.018, -0.031, -0.174], [0.599, 1.764, -1.153], [-0.094, -0.002, 0.159], [0.029, -0.115, 0.011], [-0.022, -0.025, -0.046], [0.083, -0.042, -0.070], [-0.001, 0.025, 0.033], [0.038, 0.019, -0.002], [-0.020, 0.035, 0.032], [0.028, 0.001, 0.016], [0.071, -0.044, -0.052], [-0.049, -0.037, -0.058]]
}

# 3
{
  "formula": "C7H18ClI2OP2Ti",
  "method": "ωB97M-V/def2-TZVPD",
  "charge": 2,
  "fmax_ev_per_a": 5.2,
  "de_lowest_ev": 0.1433,
  "multiplicity": 2,
  "s2": 0.758,
  "homo_lumo_gap_ev": [6.566, 4.893],
  "species": ["I", "I", "Ti", "P", "C", "C", "H", "H", "H", "H", "H", "H", "C", "H", "H", "H", "P", "C", "C", "H", "H", "H", "C", "H", "H", "H", "H", "H", "H", "C", "O", "Cl"],
  "positions_angstrom": [[0.109, 1.749, 1.962], [-2.317, 0.783, -1.286], [0.002, -0.100, -0.149], [1.385, 1.703, -1.213], [1.439, 1.470, -2.984], [1.006, 3.473, -1.023], [1.823, 4.110, -1.407], [3.560, 2.537, -1.364], [0.935, 3.679, 0.052], [3.140, 1.765, 0.258], [0.424, 1.565, -3.389], [0.022, 3.625, -1.479], [3.149, 1.651, -0.834], [2.118, 2.278, -3.291], [3.502, 0.665, -1.175], [1.873, 0.492, -3.226], [-1.370, -1.526, 1.432], [-2.215, -2.833, 0.535], [-0.395, -2.491, 2.601], [-2.236, -0.025, 3.117], [-3.077, -1.575, 3.208], [-3.429, -0.377, 1.824], [-2.685, -0.819, 2.502], [0.158, -1.711, 3.135], [-1.127, -3.004, 3.252], [-2.707, -3.393, 1.343], [-1.474, -3.467, 0.038], [0.246, -3.142, 1.989], [-2.927, -2.425, -0.197], [-0.305, -1.260, -1.860], [-0.573, -2.009, -2.687], [1.944, -1.389, 0.315]],
  "atomic_forces_ev_per_a": [[-0.181, -0.009, 0.501], [1.023, -0.086, 0.730], [0.904, -0.403, 0.682], [0.752, 1.100, -0.304], [-0.430, -0.274, -0.225], [-0.329, -0.363, 0.598], [-0.557, -0.379, -0.222], [0.194, -0.798, 0.474], [-0.071, 0.175, -0.301], [0.909, -0.063, -0.230], [0.416, 0.103, -0.303], [0.291, 0.475, -0.035], [-0.821, -0.056, 0.314], [-0.313, -0.280, -0.467], [0.393, 0.610, 0.336], [-0.082, 0.268, -0.114], [-0.894, -0.181, 1.206], [-0.099, 0.075, -0.522], [-0.083, 0.673, -0.361], [-0.241, -0.136, -0.185], [-0.007, 0.217, -0.656], [-0.101, -0.211, 0.554], [0.574, 0.563, -0.327], [0.314, -0.666, 0.348], [0.692, 0.016, -0.241], [-0.106, -0.080, -0.494], [-0.246, -0.040, 0.039], [-0.015, 0.015, 0.731], [0.076, -0.344, 0.309], [-1.040, -3.509, -3.758], [0.996, 2.395, 2.466], [-1.916, 1.194, -0.544]]
}

# 4
{
  "formula": "C4H11N2O2",
  "method": "ωB97M-V/def2-TZVPD",
  "charge": 1,
  "fmax_ev_per_a": 7.0,
  "smiles": "CO[C@]1(N)C[NH2+][C@@H]1O",
  "de_lowest_ev": 3.2734,
  "multiplicity": 1,
  "homo_lumo_gap_ev": 11.361,
  "species": ["C", "C", "C", "C", "N", "N", "O", "O", "H", "H", "H", "H", "H", "H", "H", "H", "H", "H", "H"],
  "positions_angstrom": [[-1.224, -0.541, 0.623], [-0.819, 0.020, -1.543], [-0.176, 0.309, -0.072], [2.261, 0.135, 0.219], [-0.080, 1.650, 0.326], [-1.951, -0.781, -0.652], [-0.159, -0.635, -2.488], [1.055, -0.528, -0.019], [-0.834, -1.511, 1.079], [-1.846, 0.035, 1.348], [-1.527, 0.707, -1.952], [2.425, 0.464, 1.206], [2.477, 0.847, -0.496], [3.011, -0.556, 0.056], [-0.014, 1.715, 1.385], [0.768, 2.007, -0.058], [-1.902, -1.869, -0.893], [-2.896, -0.639, -0.693], [0.734, -0.946, -2.093]],
  "atomic_forces_ev_per_a": [[-0.573, -0.011, 1.233], [-1.036, 0.581, 1.595], [1.566, -1.687, -0.635], [-0.291, -0.628, 0.218], [-0.242, -0.559, 1.800], [3.283, -6.151, -0.781], [1.761, -0.730, 1.289], [-1.811, 0.589, -0.336], [-0.491, 1.538, -0.668], [0.431, -0.571, -0.527], [0.416, 1.275, -0.476], [-0.326, 0.726, 1.293], [0.203, 2.089, -1.401], [1.486, -1.848, -0.272], [-0.110, -0.004, -1.776], [0.492, 0.893, -0.245], [0.055, 2.718, 0.490], [-3.042, 1.391, -0.243], [-1.770, 0.390, -0.558]]
}

# 5
{
  "formula": "C7H9I",
  "method": "ωB97M-V/def2-TZVPD",
  "fmax_ev_per_a": 5.8,
  "de_lowest_ev": 6.1982,
  "multiplicity": 1,
  "homo_lumo_gap_ev": 8.816,
  "species": ["C", "C", "C", "C", "C", "C", "C", "I", "H", "H", "H", "H", "H", "H", "H", "H", "H"],
  "positions_angstrom": [[1.237, -1.063, 0.445], [2.010, -2.069, 0.770], [0.874, -0.715, -0.967], [0.428, 0.733, -0.619], [0.426, 0.394, 0.884], [-0.998, 0.760, -1.254], [-0.809, -0.147, 1.560], [1.564, 1.719, 2.164], [1.625, -0.822, -1.812], [0.076, -1.294, -1.253], [1.106, 1.440, -0.865], [-1.565, -0.036, -0.990], [-0.926, 0.901, -2.298], [-1.590, 1.520, -0.929], [-1.769, 0.369, 1.512], [-0.530, -0.461, 2.549], [-1.160, -1.229, 1.105]],
  "atomic_forces_ev_per_a": [[1.108, 1.152, 1.413], [-0.900, 1.218, 0.025], [2.889, 1.335, -1.438], [-3.978, -4.171, 0.042], [1.455, -2.768, 0.028], [3.111, 2.128, 0.111], [-1.634, -3.142, -1.160], [-0.386, -0.309, -0.421], [-0.462, 0.110, 1.323], [-2.004, -1.221, -0.711], [1.802, 2.409, -0.948], [-1.174, -2.995, 0.489], [0.138, -0.273, -1.317], [-1.457, 2.891, 1.042], [0.502, 0.805, 0.272], [-0.174, 0.275, 0.640], [1.165, 2.555, 0.610]]
}

# 6
{
  "formula": "C4H8NO",
  "method": "ωB97M-V/def2-TZVPD",
  "charge": 1,
  "fmax_ev_per_a": 4.4,
  "smiles": "C[N+](=O)C1CC1",
  "de_lowest_ev": 4.3304,
  "multiplicity": 1,
  "homo_lumo_gap_ev": 10.035,
  "species": ["C", "C", "C", "C", "N", "O", "H", "H", "H", "H", "H", "H", "H", "H"],
  "positions_angstrom": [[1.609, -0.450, 0.628], [1.470, -0.616, -0.817], [0.384, 0.226, -0.073], [-2.201, 0.131, -0.246], [-0.766, -0.458, 0.090], [-0.731, -1.596, 0.408], [1.521, -1.264, 1.257], [2.302, 0.274, 1.097], [1.803, -0.117, -1.693], [1.083, -1.482, -1.351], [0.415, 1.258, -0.168], [-2.036, 1.163, -0.387], [-2.756, -0.158, 0.801], [-2.721, -0.465, -1.031]],
  "atomic_forces_ev_per_a": [[1.438, 2.353, -1.457], [-0.785, -0.387, -0.972], [2.030, -1.195, 0.996], [-0.069, -2.562, 3.582], [-3.333, -0.313, -1.147], [-0.483, -1.127, 0.422], [-0.951, -1.686, 0.880], [-0.372, -0.158, -0.890], [1.534, 1.481, 0.228], [-0.314, -0.754, 1.310], [-0.497, 1.619, -0.319], [-0.338, 1.063, -0.343], [1.176, 1.141, -2.640], [0.961, 0.525, 0.350]]
}